Density functional theory data (ωB97M-V with the def2-TZVPD basis set) for a 9-piece molecular cluster, C47H110N6O9 overall in a non-equilibrium geometry.

The geometry in XYZ format:
```
172
C47H110N6O9 ωB97M-V with the def2-TZVPD basis set
C 10.60 7.73 21.29
C 10.77 9.21 20.83
C 12.14 9.69 21.38
C 10.80 9.18 19.25
C 10.64 10.51 18.57
C 9.34 11.12 19.02
C 9.23 11.23 20.54
C 10.03 12.48 21.04
C 7.70 11.53 20.77
N 9.57 9.97 21.19
O 9.26 9.93 22.53
H 10.44 7.67 22.36
H 9.79 7.15 20.84
H 11.48 7.18 20.96
H 12.33 10.72 21.10
H 12.21 9.53 22.46
H 12.91 9.08 20.92
H 11.77 8.85 18.89
H 10.09 8.44 18.90
H 11.44 11.18 18.88
H 10.63 10.45 17.48
H 8.54 10.64 18.45
H 9.50 12.08 18.53
H 10.11 12.37 22.12
H 9.50 13.39 20.77
H 11.01 12.49 20.56
H 7.22 12.22 20.07
H 7.52 11.92 21.77
H 7.12 10.61 20.69
H 8.61 9.22 22.61
C 11.46 17.83 18.65
C 9.97 17.45 18.88
C 9.87 16.23 19.81
C 9.22 18.54 19.74
C 8.89 19.80 18.97
C 8.12 19.38 17.73
C 8.78 18.37 16.76
C 7.64 17.82 15.89
C 9.85 19.09 15.86
N 9.29 17.19 17.61
O 9.81 16.12 16.91
H 12.02 17.81 19.59
H 11.91 17.16 17.92
H 11.64 18.84 18.29
H 10.36 15.32 19.47
H 10.27 16.42 20.81
H 8.85 16.04 20.13
H 8.29 18.10 20.09
H 9.86 18.85 20.57
H 8.25 20.52 19.49
H 9.74 20.38 18.63
H 8.01 20.31 17.16
H 7.07 19.20 17.94
H 8.07 17.06 15.23
H 7.37 18.57 15.14
H 6.77 17.50 16.46
H 10.58 18.39 15.44
H 10.36 19.83 16.48
H 9.39 19.57 15.00
H 10.69 16.40 16.66
C 13.31 15.00 21.27
C 14.70 14.45 21.68
C 14.90 14.73 23.20
C 14.56 12.91 21.52
C 14.63 12.39 20.08
C 15.94 12.85 19.55
C 16.10 14.38 19.48
C 17.65 14.61 19.21
C 15.26 15.04 18.37
N 15.80 14.93 20.85
O 16.02 16.34 20.93
H 12.58 14.79 22.05
H 13.36 16.09 21.27
H 13.05 14.74 20.25
H 14.92 15.80 23.41
H 14.14 14.26 23.83
H 15.87 14.35 23.50
H 15.29 12.42 22.17
H 13.57 12.53 21.79
H 14.71 11.31 20.13
H 13.73 12.61 19.51
H 16.08 12.42 18.56
H 16.74 12.41 20.15
H 17.91 15.66 19.03
H 18.09 14.07 18.38
H 18.16 14.43 20.15
H 14.19 14.91 18.55
H 15.46 14.51 17.44
H 15.45 16.10 18.24
H 16.58 16.38 21.71
C 2.29 8.91 23.97
C 2.22 10.42 24.27
C 0.85 10.90 23.93
C 2.35 10.47 25.86
C 3.78 10.34 26.41
C 4.67 11.41 25.77
C 4.61 11.45 24.19
C 5.16 12.82 23.64
C 5.54 10.36 23.72
N 3.27 11.24 23.66
O 3.18 11.45 22.32
H 3.24 8.49 24.31
H 1.41 8.44 24.41
H 2.22 8.60 22.93
H 0.60 10.79 22.87
H 0.15 10.31 24.52
H 0.73 11.94 24.21
H 1.98 11.41 26.26
H 1.76 9.68 26.32
H 3.68 10.55 27.48
H 4.20 9.37 26.15
H 5.65 11.24 26.20
H 4.18 12.34 26.06
H 6.18 13.04 23.97
H 4.55 13.64 24.00
H 5.14 12.83 22.55
H 6.58 10.58 23.95
H 5.57 10.41 22.63
H 5.21 9.35 23.93
H 2.86 12.35 22.21
C 14.49 16.25 28.88
O 14.62 17.02 27.65
C 13.60 16.77 26.76
C 13.32 17.82 25.64
C 13.23 19.27 26.15
N 12.13 17.57 24.89
H 13.47 16.22 29.26
H 15.07 16.70 29.68
H 14.85 15.23 28.73
H 13.70 15.79 26.30
H 12.66 16.74 27.32
H 14.07 17.66 24.86
H 12.45 19.43 26.89
H 13.00 19.88 25.28
H 14.17 19.55 26.64
H 11.33 17.78 25.47
H 11.90 16.59 24.74
C 12.28 12.22 25.05
O 13.01 12.83 26.12
C 13.80 11.88 26.77
C 14.73 12.59 27.75
C 15.91 13.29 26.97
N 15.25 11.75 28.86
H 11.47 11.56 25.36
H 12.89 11.62 24.37
H 11.82 13.03 24.49
H 13.20 11.21 27.39
H 14.33 11.21 26.09
H 14.12 13.36 28.23
H 16.32 12.54 26.30
H 16.74 13.73 27.52
H 15.49 13.98 26.25
H 14.56 11.80 29.59
H 15.28 10.79 28.57
C 10.36 14.84 27.64
O 10.94 14.96 26.39
H 11.15 15.21 28.30
H 9.52 15.52 27.75
H 10.10 13.84 27.99
H 11.72 14.39 26.37
C 9.36 14.76 23.38
O 9.31 15.61 24.52
H 8.85 13.83 23.63
H 8.83 15.25 22.55
H 10.39 14.57 23.08
H 9.95 15.32 25.18
C 7.13 17.61 22.91
O 7.21 17.69 24.36
H 6.78 16.68 22.48
H 6.49 18.41 22.54
H 8.07 17.81 22.40
H 7.78 16.94 24.54
```

## Properties
Kohn-Sham gap ... 8.2 eV
Multiplicity ... 1
F_max ... 3.269 eV/Å

Löwdin population analysis, charges in e, atoms 1 to 4:
1 C -0.038
2 C -0.461
3 C -0.021
4 C -0.136